Entry 1:
C3H10N2S | ωB97M-V/def2-TZVPD

The geometry in XYZ format:
```
16
Properties=species:S:1:pos:R:3:forces:R:3:mulliken_spin:R:1
H -2.2062 0.1811 -2.6831 -0.026 0.409 -0.001 0.001
C 1.9920 -0.5186 1.2706 0.025 -0.384 2.067 -0.018
H -0.0136 0.2222 -1.2843 0.279 0.158 -0.035 0.025
C -2.1349 0.0505 -1.6032 -0.005 -0.377 -0.478 0.004
H 2.3054 1.0233 2.4435 -0.088 0.816 -0.337 0.000
H 1.1728 -2.2053 0.3777 0.821 -0.090 0.397 -0.005
H 0.9353 1.0834 1.1563 0.392 0.980 1.264 -0.010
H -3.0500 0.3953 -1.1166 0.064 -0.199 -0.225 -0.004
H 2.8212 -1.0725 1.7157 0.189 0.281 -0.495 0.002
C -0.9264 0.7522 -1.0176 -0.588 -0.389 0.624 -0.048
H -0.8105 1.7803 -1.3456 0.009 0.252 0.053 0.032
N 1.8247 0.7529 1.5964 0.083 -2.033 -1.333 0.006
H -2.0208 -1.0349 -1.5099 -0.241 0.127 0.414 0.002
S -1.0705 0.7768 0.8185 -0.640 0.651 -0.772 0.957
H 0.1163 -0.9208 0.4504 1.427 -0.121 0.541 0.032
N 1.0652 -1.2659 0.7310 -1.701 -0.082 -1.684 0.025
```
Positions in Å, forces in eV/Å.

For the highest occupied orbital energy (spin up / spin down), the calculation gives -13.98 / -13.62 eV. For the energy relative to the best compared isomer or geometry (same formula, charge and spin), the calculation gives 62.5 kJ/mol. Its frontier orbital gap (spin up / spin down) is 10.29 / 6.92 eV. The calculation puts the LUMO energy (spin up / spin down) at -3.694 / -6.692 eV. Its spin multiplicity is 2. Its net charge is +1. The largest force on an atom comes out at 0.0473 Eh/bohr.

Entry 2:
C22H56BF5N8O3P2 | ωB97M-V/def2-TZVPD

The geometry in XYZ format:
```
97
Properties=species:S:1:pos:R:3:forces:R:3:mulliken_charge:R:1
N 6.0723 0.7849 3.7802 0.670 0.878 1.078 0.108
H 7.0867 -2.0636 4.3490 0.016 -0.053 0.101 0.300
H 4.7862 1.2048 0.3513 0.054 -0.036 0.013 0.430
C -8.8450 -2.0952 0.4058 -0.575 -0.761 -0.342 -0.558
H -2.4904 -4.0421 -0.5126 -1.447 -0.218 0.575 0.067
H 5.4419 2.7298 3.2208 -0.091 0.165 0.099 0.321
C 1.4638 2.7365 -0.5417 -0.193 -0.489 -0.168 -1.331
H 8.0212 -2.5753 1.8995 0.035 0.058 -0.089 0.349
C -6.4427 -1.7208 -0.6347 0.037 -0.802 0.881 -0.831
H -7.5986 -3.6083 -0.6523 0.220 0.790 1.195 0.269
F -1.3787 -3.1347 2.0904 0.244 3.024 0.068 -0.239
H 6.5598 2.6771 4.6074 -0.112 -0.163 0.012 0.341
H 1.2065 5.5471 -3.9455 -0.203 -0.174 0.065 0.261
H -2.1937 3.2005 -5.5077 0.128 0.143 0.080 0.380
H 7.1695 2.4085 2.9878 -0.041 -0.115 0.001 0.328
H -9.6599 -2.8707 0.1878 1.009 0.880 0.165 0.314
H -3.2936 -1.7486 0.7954 0.499 0.935 -0.803 0.294
H 5.3208 -2.3077 4.3644 -0.003 0.172 0.081 0.261
H 4.4111 -0.4924 -0.0065 -0.168 0.020 -0.152 0.387
H 2.5648 4.9729 -4.8551 0.163 -0.412 0.234 0.393
H -8.9367 -2.4777 2.4179 -0.165 0.564 -0.276 0.228
F 0.6221 -0.4848 0.7659 -1.802 -1.589 -0.256 -0.220
H -2.3692 5.0365 -4.1306 0.046 -0.343 -0.085 0.386
H 2.4849 -0.6771 2.2822 0.266 0.455 -0.202 0.445
H -5.5866 -4.6310 -0.7633 1.012 0.759 -0.297 0.195
H -2.4686 -6.2466 -0.1294 -0.474 0.370 0.017 0.261
C 4.1797 0.3459 0.6624 -0.121 0.387 -0.039 -0.720
C -0.9313 -1.8063 2.0906 1.876 -0.892 1.549 0.490
C 6.9877 -2.5255 1.5421 -0.046 0.298 -0.200 -1.125
C -3.4871 -4.4008 -0.0740 0.539 0.185 -0.260 0.109
H 1.0933 1.7081 -0.5039 -0.027 0.056 -0.075 0.084
H 5.4833 1.0901 5.7672 0.174 0.145 -0.251 0.375
H -1.3762 -0.4107 -1.2175 -0.113 0.040 1.658 0.287
H 4.1344 0.9149 4.6422 -0.144 -0.010 0.038 0.310
C 2.3024 2.4482 -4.5549 0.307 -0.096 0.172 -1.119
C 5.1484 0.5603 4.8693 -0.615 -0.211 -0.243 -0.892
P 6.2377 -0.0697 2.3032 0.520 -4.134 6.937 0.883
C -3.7991 -1.3440 -1.3864 -0.351 -0.015 0.490 -0.699
H 0.2709 5.6106 -1.7420 0.011 -0.127 -0.201 0.213
O 7.7761 -0.1018 2.3851 -0.700 2.313 -3.625 -0.802
C -7.4322 -2.7682 0.0926 0.053 1.281 -0.877 0.049
C 3.5062 -1.0203 2.4676 0.363 -0.882 0.316 -0.942
H 0.9292 5.2019 -0.2020 0.021 -0.342 -0.004 0.351
P 0.2436 2.7054 -2.8867 -4.343 6.607 2.172 0.938
H -2.0635 4.5420 -2.4568 -0.063 0.091 0.036 0.282
H 2.4897 1.5526 -3.9512 -0.056 0.001 -0.001 0.337
C -3.1345 -0.9233 0.0357 -0.748 0.970 -0.449 -0.239
H 0.9379 4.6024 -5.4261 -0.031 0.035 0.050 0.300
H -4.2997 -0.4258 -1.8357 0.980 -0.942 0.380 0.178
N 1.6163 3.4725 -3.7446 2.227 -3.126 -0.985 -0.069
N 4.4639 0.0007 2.0652 -0.311 2.082 -3.298 0.111
H 6.6238 -3.5469 1.3983 -0.145 0.074 0.136 0.338
H -3.5751 -6.1433 1.0673 0.024 0.208 -0.832 0.256
C -1.8016 2.7045 -4.6156 0.273 -0.247 0.021 -1.164
H -3.7516 -0.0259 0.3952 0.847 -1.404 -0.267 0.275
B -4.9985 -2.3940 -1.0228 0.159 0.289 -0.176 0.213
H 1.4182 3.1182 0.4821 -0.021 0.133 -0.128 0.482
H -1.3127 1.7856 -4.9494 -0.043 -0.007 0.047 0.360
C 6.3165 2.2182 3.6451 0.341 -0.085 -0.441 -1.108
N -3.4023 -5.8834 0.0839 0.174 0.125 0.626 -0.685
H 3.5419 -1.2231 3.5370 0.286 -0.042 -0.046 0.182
N 6.1157 -1.7952 2.4739 -0.299 -1.544 -0.188 0.102
N 0.6624 3.5444 -1.4551 -0.052 0.153 1.530 0.244
H -9.9085 -1.2315 1.8962 0.572 -0.214 0.328 0.252
C -0.5448 -1.3105 0.6114 0.347 1.242 -0.418 0.864
H 6.3309 -3.5203 3.6804 0.117 0.109 -0.313 0.399
N -0.8486 3.5801 -3.9167 -0.759 0.582 -1.220 0.181
H 6.9944 -2.0470 0.5595 0.057 0.005 0.038 0.366
H 2.5143 2.7056 -0.8605 0.161 0.058 0.134 0.439
H -2.6461 2.4242 -3.9780 0.027 -0.104 -0.002 0.341
C -1.6306 -0.4041 -0.0998 0.205 -0.691 -0.842 -0.824
F -0.1414 -2.4318 -0.1359 -0.806 1.855 1.321 -0.304
N -8.9648 -1.6316 1.8334 -0.078 -0.428 -1.167 -0.677
H 1.6945 2.1523 -5.4186 0.156 -0.022 -0.138 0.361
C 1.5574 4.6972 -4.5288 -0.914 0.301 -0.222 -0.915
H 5.0955 -0.4818 5.1747 -0.025 -0.064 -0.230 0.170
H 3.1327 0.6308 0.5273 0.050 -0.133 0.062 -0.077
H -9.0492 -1.2291 -0.3111 0.474 -1.044 1.073 0.370
H -6.6008 -2.6030 1.8948 -0.318 -0.348 -0.563 0.398
O -6.8238 -3.3342 1.2835 -0.345 0.711 -0.699 -0.572
H -3.0256 -1.7652 -2.1032 -0.835 0.524 0.906 0.357
H -6.2813 -0.8292 0.0732 -0.260 -1.009 -1.032 0.259
F 0.2714 -1.8396 2.8495 -2.426 0.028 -1.301 -0.236
O -0.9039 1.9457 -2.1926 2.505 -3.344 -1.268 -0.765
H -3.5739 -3.9486 0.9635 -0.133 -0.282 -1.347 0.158
H 3.2747 2.8004 -4.9104 -0.117 0.072 0.011 0.371
H 3.6322 -1.9617 1.9235 0.027 -0.011 0.063 0.290
C 6.2289 -2.4359 3.7764 -0.128 0.315 0.366 -1.098
H 1.9933 5.1939 -1.6099 0.094 0.110 -0.034 0.356
H -6.9165 -1.3249 -1.5941 0.478 -0.399 1.162 0.354
H -1.4959 0.6857 0.2166 -0.144 -1.710 -0.120 0.226
H -4.3872 -4.2846 -2.1070 -0.374 0.371 1.322 0.275
F -1.7793 -0.9473 2.7782 1.314 -1.969 -1.636 -0.251
H -0.9512 5.6135 -3.3468 0.101 -0.009 0.166 0.254
C 0.9824 4.9417 -1.2641 0.360 0.253 -0.573 -0.927
C -4.7013 -3.9837 -1.0456 0.320 -0.400 0.204 -0.652
C -1.5893 4.7343 -3.4265 0.225 0.220 0.400 -1.063
```
Positions in Å, forces in eV/Å.

For the highest occupied orbital energy, the calculation gives -7.92 eV. Its frontier orbital gap is 6.43 eV. The calculation puts the LUMO energy at -1.491 eV. Its net charge is 0. The largest force on an atom comes out at 0.1595 Eh/bohr.

Entry 3:
C21H28AuNO3S | ωB97M-V/def2-TZVPD

The geometry in XYZ format:
```
55
Properties=species:S:1:pos:R:3:forces:R:3:mulliken_charge:R:1
C -1.3930 2.1212 -1.3771 -0.001 -0.004 0.058 -0.245
C 2.3573 -0.8527 1.7529 0.127 0.002 0.098 -0.816
H 3.1917 -2.4412 -0.4158 -0.003 0.037 -0.011 0.244
C 2.7632 0.1101 -2.9628 -0.002 -0.020 0.069 -0.644
H 3.7381 -3.8290 0.5235 0.018 -0.012 -0.005 0.389
C -2.5380 1.8845 -0.6123 0.000 0.018 0.097 0.767
H 2.9331 -2.7296 2.6358 0.006 -0.018 0.002 0.234
H -4.2239 2.3725 1.6813 0.018 -0.026 0.005 0.303
H -1.4746 -3.1033 1.0204 -0.014 0.000 -0.013 0.160
H -0.7241 -1.4350 3.4579 -0.016 -0.037 0.022 0.573
H -5.0524 3.6832 0.8428 0.008 0.011 0.010 0.407
H -3.0027 0.3597 0.8338 0.026 0.023 0.022 0.291
C 3.5540 1.0681 -2.3480 -0.015 -0.019 0.008 -0.717
C -1.0502 3.4186 -1.7468 -0.013 0.032 -0.048 -0.429
C -2.9743 0.4916 -0.2502 -0.031 -0.029 0.021 -1.333
H 2.0240 -3.4624 0.4083 -0.017 0.012 -0.001 0.208
H 1.1341 2.6375 -0.5695 -0.032 0.057 -0.045 0.538
O 0.8087 -1.4601 -4.4713 -0.049 0.029 -0.093 -0.655
C 0.1413 -1.9643 3.0563 -0.010 -0.239 -0.131 -1.108
C 1.3938 0.0446 -2.7339 0.202 -0.003 -0.090 0.659
S 0.5717 -0.9497 1.6371 -0.335 0.929 -0.517 0.810
H -0.2080 -3.9661 3.6831 0.018 0.003 0.006 0.400
H -1.5245 5.4958 -1.5866 0.004 0.022 0.003 0.392
H 4.6172 1.1096 -2.5414 0.012 -0.015 0.022 0.423
C 2.9543 1.9608 -1.4693 -0.021 -0.022 0.008 -0.835
H 3.5551 2.6852 -0.9340 0.009 0.027 -0.012 0.406
C 1.5836 1.9470 -1.2685 0.082 -0.023 0.074 -0.256
C 3.1622 -2.1473 1.7389 -0.090 -0.044 0.018 -0.332
H -3.4896 5.1056 -0.1311 -0.020 0.011 -0.020 0.350
C -3.2937 2.9773 -0.1663 -0.017 -0.048 -0.006 1.068
C 3.0139 -3.0154 0.4948 0.072 -0.015 -0.033 -1.045
C -2.9084 4.2683 -0.4973 0.018 0.006 -0.030 -0.954
H -5.1890 2.0256 0.2582 -0.007 0.000 -0.026 0.317
H -0.2042 3.5790 -2.4010 0.047 -0.004 0.043 0.579
O -0.0430 -1.8701 -2.4642 -0.303 0.114 -0.351 -0.779
H 2.6217 -0.1958 0.9201 -0.022 -0.003 -0.017 0.199
C -1.7990 4.4896 -1.2992 -0.015 -0.012 0.008 -0.803
N -0.6046 1.0164 -1.7943 -0.146 -0.017 -0.218 0.327
H -1.7072 -4.6502 1.8211 0.018 -0.011 0.001 0.373
H 4.2072 -1.8456 1.8363 0.004 -0.003 0.044 0.420
H -2.3189 -3.1747 2.5663 -0.002 0.004 0.023 0.332
O 0.0664 0.4153 1.8999 0.149 -0.332 0.201 -0.723
Au 0.1098 -1.5248 -0.4932 0.335 -0.379 0.604 0.601
H 0.6459 -3.8642 2.1620 0.025 -0.011 -0.005 0.102
H 3.1954 -0.6271 -3.6268 0.019 -0.002 -0.018 0.490
H -3.9809 0.2881 -0.6228 0.004 0.005 -0.015 0.433
C -4.5050 2.7533 0.6966 -0.031 0.032 0.016 -1.471
H -2.3121 -0.2682 -0.6586 0.005 0.019 0.026 -0.062
C 0.7765 1.0272 -1.9434 -0.066 0.059 0.009 -0.082
C -0.1722 -3.4244 2.7359 -0.022 0.077 -0.009 -0.145
H -1.0842 0.3602 -2.3929 0.023 -0.034 0.058 0.463
H 2.5042 -0.3009 2.6857 0.047 0.040 -0.035 0.516
C -1.4919 -3.5963 1.9925 -0.048 -0.045 0.063 -1.121
C 0.6690 -1.1510 -3.3113 0.092 -0.112 0.029 0.305
H 0.9760 -1.8465 3.7482 -0.038 -0.030 0.083 0.474
```
Positions in Å, forces in eV/Å.

For the highest occupied orbital energy, the calculation gives -7.60 eV. Its frontier orbital gap is 7.82 eV. The calculation puts the LUMO energy at 0.214 eV. Its net charge is 0. The largest force on an atom comes out at 0.0217 Eh/bohr.

Entry 4:
C39H34MoN13O8PS | ωB97M-V/def2-TZVPD

The geometry in XYZ format:
```
97
Properties=species:S:1:pos:R:3:forces:R:3:mulliken_spin:R:1
H -0.6222 -2.5601 2.1048 0.007 0.025 0.119 -0.001
H -1.2216 -4.2460 -5.7530 -0.011 -0.063 -0.085 0.000
Mo 0.5548 0.4092 -0.7801 -1.190 1.244 0.426 1.886
C -3.4910 4.4195 -0.3687 -0.048 -0.038 -0.008 0.000
C -2.7396 -2.8159 2.2193 0.006 0.003 0.118 0.002
C -2.7432 -2.4391 -0.5239 0.139 -0.149 -0.068 -0.008
H -0.1565 -0.8915 -3.3499 -0.031 -0.190 -0.072 -0.006
H 3.3558 0.9055 -4.5112 -0.028 0.001 -0.023 -0.001
N 2.9811 -2.3991 -2.5221 -0.182 -0.765 0.636 0.025
H 4.5180 0.9687 2.5333 -0.152 -0.010 -0.029 0.002
C -1.5524 -2.5816 1.5538 -0.008 -0.079 -0.058 -0.003
C -4.5511 0.7576 1.5646 0.253 0.078 0.027 0.000
N 2.1077 -1.9119 -1.7268 0.637 -0.141 -0.156 0.002
H -0.7368 -4.7420 -1.5541 -0.016 -0.078 -0.002 0.000
C 1.1802 -2.9055 0.4062 0.266 0.220 0.225 -0.028
N 1.5245 2.7995 -4.1726 1.140 -0.882 -0.353 -0.006
C -1.9332 4.2738 1.8897 0.623 -0.351 -0.105 0.000
C 1.9336 -5.0851 1.1640 0.218 0.226 0.076 0.008
C -1.5073 3.6941 0.7066 -0.280 0.109 -0.264 -0.007
C -3.9202 4.9897 0.8224 0.100 0.053 0.136 0.000
C -0.9873 -4.6387 -3.6594 0.088 -0.030 -0.032 0.000
N 2.1491 0.2140 0.5762 0.826 -1.257 1.144 -0.070
H 0.1355 -4.7318 0.0933 -0.037 -0.046 -0.020 0.000
H 2.4227 2.9972 -1.0554 -0.050 0.047 -0.092 0.000
S -0.6673 3.8810 3.1017 0.024 -0.177 -0.043 0.001
C 2.7142 -0.3832 -3.0586 -0.317 -0.366 0.453 0.010
C -3.1338 4.9356 1.9697 -0.055 0.040 0.208 0.000
O -3.5299 0.5003 -1.4964 0.356 0.048 -0.076 0.014
H 5.4680 1.8384 -0.9317 0.095 -0.061 -0.057 0.000
C 2.2636 -2.2876 1.0646 -0.162 -1.193 0.253 0.018
N -2.3059 0.6234 2.6124 -0.023 -0.041 -0.458 -0.001
H -4.8713 5.4957 0.8736 -0.121 0.029 -0.060 0.000
H 3.9453 3.8724 -0.9121 0.076 0.078 -0.089 0.000
N 2.7881 0.8173 -3.6847 0.222 0.056 -0.077 0.034
C -1.5383 -2.3917 0.1735 0.009 0.177 0.021 0.003
C -2.1761 0.4879 0.4388 -0.760 0.088 0.369 0.031
C 0.0297 0.2438 3.2908 0.093 0.171 0.145 -0.002
C 1.0149 -4.2781 0.5170 -0.147 0.025 -0.049 -0.005
O 3.2620 -0.6249 2.3378 -0.467 -0.685 -0.641 0.012
C -0.9713 -3.8364 -4.7866 -0.052 0.077 0.009 0.000
C 4.6504 1.2673 -0.4974 -0.181 0.207 0.213 0.020
C -3.9304 -2.6801 0.1460 -0.070 -0.046 -0.006 0.004
H -4.8625 -3.0480 2.0338 -0.094 -0.016 0.083 0.000
H 4.0479 0.8609 -1.3076 0.029 -0.026 -0.015 -0.003
H 2.7200 4.0313 0.3425 -0.111 0.038 -0.011 0.000
C -1.0274 0.4003 2.2721 0.200 -0.102 0.194 -0.005
H 2.9726 1.0994 3.4159 0.067 -0.120 -0.121 0.001
C 3.1836 -3.1237 1.7229 -0.085 0.371 -0.067 0.007
H 5.0630 0.4384 0.0762 0.158 -0.166 -0.045 -0.001
C -0.3246 -2.7638 -2.2884 0.031 0.180 -0.174 -0.003
H 4.4858 2.6277 1.1407 -0.080 -0.124 0.041 0.001
C 3.4434 0.7698 2.4835 -0.001 0.798 -0.096 0.001
H -2.7584 -2.2910 -1.5947 -0.015 0.030 -0.044 -0.001
C 1.7929 1.7276 -3.4558 -0.541 0.292 0.311 0.011
N 0.9110 1.6001 -2.4323 0.901 0.246 -1.188 -0.015
H -4.8553 -2.7181 -0.4075 -0.109 0.026 -0.061 0.000
C -0.2274 2.9689 0.8763 -0.249 0.407 0.503 0.000
C 3.1810 3.3346 -0.3563 0.133 -0.134 0.032 0.010
C -0.3499 -1.9560 -3.4265 -0.003 0.182 0.140 0.002
C 2.7792 1.3786 1.2348 0.327 1.002 0.509 0.061
H -1.9051 3.3499 -1.3756 0.068 -0.118 -0.036 0.000
N 0.3026 3.0214 2.0626 -0.259 0.600 0.494 0.006
O -1.1804 2.9406 4.0697 -0.220 0.084 0.009 0.001
O -5.0620 0.8524 2.6545 -0.009 0.010 0.067 0.000
H 4.0259 -2.6727 2.2250 -0.012 -0.058 -0.019 0.000
H 0.8816 -0.2766 2.8721 0.025 -0.073 0.090 0.000
H -4.1101 4.4704 -1.2501 -0.120 0.070 -0.072 0.000
H 0.3262 1.2321 3.6483 0.066 -0.216 -0.040 0.000
H -2.7347 -2.9562 3.2886 -0.006 -0.044 0.161 0.000
C -3.0652 0.6692 1.4736 0.254 -0.196 -0.603 -0.006
C -0.6725 -4.1057 -2.4213 -0.003 0.093 0.232 -0.002
N 0.0826 2.6402 -2.5937 -1.014 0.690 0.227 -0.001
N 0.4513 3.3271 -3.5953 -0.572 0.499 0.081 0.025
N -0.9128 0.3095 0.9514 0.022 -0.030 -0.012 -0.010
H -0.6954 -1.8486 -5.5289 0.017 0.067 -0.052 0.000
C -2.3838 0.4721 -1.0349 -1.317 0.110 0.866 0.004
C 3.0444 -4.4950 1.7445 -0.062 -0.246 -0.086 -0.004
P 0.0377 -1.9751 -0.6667 -1.117 -1.876 0.130 -0.037
N 1.8930 -0.6176 -2.0085 1.039 -0.157 -1.095 -0.054
H -0.3581 -0.3109 4.1419 0.012 -0.137 0.040 0.000
C 3.8139 2.1726 0.4017 -0.174 -0.070 -0.236 0.001
O 0.0091 5.0327 3.6131 -0.085 0.098 -0.253 0.000
H 3.7991 -5.0984 2.2262 0.024 -0.033 0.067 0.000
C 2.5121 -0.8583 1.2367 0.349 1.218 0.047 0.045
C -3.9327 -2.8681 1.5174 -0.075 0.065 -0.102 -0.002
N 3.3966 -1.4813 -3.3630 0.243 1.139 -0.786 -0.008
O -5.2233 0.6937 0.4436 -0.186 0.000 -0.383 0.000
H -2.6586 0.8337 3.5391 0.051 -0.067 -0.108 0.000
H 1.7855 -6.1549 1.2071 -0.012 -0.018 -0.004 0.000
H -4.6473 0.6093 -0.3919 0.119 0.058 0.479 0.000
C -2.2709 3.7663 -0.4474 0.155 0.074 0.130 0.000
H 1.9846 2.0752 1.5214 0.355 -0.335 0.048 -0.034
H -1.2468 -5.6835 -3.7434 -0.021 -0.080 0.034 0.000
O -1.3178 0.4226 -1.7106 0.768 -0.260 -0.546 0.010
O 0.2672 2.3196 -0.0849 0.495 -0.169 -0.472 0.066
C -0.6697 -2.4912 -4.6615 -0.016 -0.011 -0.067 0.000
H -3.4539 5.3853 2.8945 -0.124 0.078 0.120 0.000
```
Positions in Å, forces in eV/Å.

For the highest occupied orbital energy (spin up / spin down), the calculation gives -8.52 / -8.85 eV. Its frontier orbital gap (spin up / spin down) is 7.52 / 7.36 eV. The calculation puts the LUMO energy (spin up / spin down) at -1.001 / -1.492 eV. Its spin multiplicity is 3. Its net charge is 0. The largest force on an atom comes out at 0.0425 Eh/bohr.